1.
Here is a single C22H26N4O5S molecule from OMol25. Energies are from the ωB97M-V functional and the def2-TZVPD basis.

Structure (XYZ):
```
58
Properties=species:S:1:pos:R:3:forces:R:3
C -4.17239 -1.55768 1.62636 -0.1 -0.1 0.0
H -4.10997 -2.52778 2.13089 0.0 0.0 0.0
O -2.96688 -0.84455 1.73316 0.4 0.0 0.1
C -1.82137 -1.44528 1.29953 0.0 0.1 0.1
C -1.76170 -2.61839 0.57108 -0.2 0.2 0.1
C -0.53519 -3.15952 0.21033 0.2 0.0 0.0
C 0.64901 -2.54675 0.57581 -0.1 -0.3 0.0
C 0.59362 -1.35581 1.29822 -0.1 0.2 0.1
C -0.61944 -0.79707 1.66011 -0.3 0.1 0.1
O -0.77036 0.35597 2.36933 -0.3 -0.3 -0.3
C 0.31985 0.81659 3.13863 0.3 0.1 0.1
H 1.13564 1.20532 2.52456 -0.1 -0.1 0.1
H 0.70572 0.02397 3.78674 0.0 0.0 0.0
H -0.08051 1.62293 3.75103 0.0 0.0 0.0
H 1.51446 -0.87605 1.59299 0.1 0.1 0.1
C 1.96832 -3.15877 0.20087 0.0 0.2 -0.3
H 2.69513 -3.01697 1.00232 0.0 -0.1 0.0
H 1.83990 -4.23016 0.04022 0.0 0.0 0.1
C 2.55807 -2.54963 -1.08290 0.2 -0.3 0.2
N 3.01209 -1.19392 -0.87869 -0.4 0.0 -0.2
C 4.24950 -0.94660 -0.42494 0.0 0.6 0.0
O 5.08866 -1.80438 -0.23742 0.3 -0.2 0.2
C 4.58535 0.52549 -0.14486 0.3 -0.2 0.2
N 3.60588 1.48848 -0.57774 0.4 -0.1 -0.3
C 2.78140 2.10312 0.28525 -0.1 0.3 -0.4
O 2.82852 1.96277 1.49010 0.0 0.0 0.3
C 1.76774 3.06095 -0.36412 0.3 -0.1 0.0
N 0.42481 2.51670 -0.30451 0.0 -0.3 -0.1
C -0.55144 3.11660 0.42574 -0.4 0.2 0.2
N -1.78592 2.76601 0.43344 -0.2 0.5 0.5
C -2.10593 1.70717 -0.33135 0.4 -0.5 -0.5
C -1.19242 0.96626 -1.08226 -0.5 0.3 0.3
C -1.80943 -0.08801 -1.81433 -0.3 0.0 0.0
C -3.15819 -0.11224 -1.61808 0.2 0.3 0.2
S -3.71135 1.13310 -0.52820 0.4 -0.1 -0.3
C -4.12911 -1.05147 -2.24422 0.0 0.0 0.0
H -5.12926 -0.88484 -1.85351 -0.1 -0.1 0.0
H -3.83590 -2.08421 -2.05595 -0.1 -0.1 0.0
H -4.15289 -0.90703 -3.32514 -0.1 0.0 -0.1
C -1.07975 -1.04913 -2.69162 0.0 0.0 0.0
H -1.60452 -1.18199 -3.63600 0.0 -0.1 -0.1
H -1.00783 -2.01835 -2.19815 0.0 -0.1 0.0
H -0.07655 -0.68186 -2.88337 0.0 -0.1 -0.1
C 0.17987 1.37443 -1.07446 -0.3 0.1 0.1
O 1.11298 0.85810 -1.68417 0.1 0.0 -0.2
H -0.25791 3.96336 1.02927 0.2 0.1 0.0
H 1.78622 4.00198 0.18794 0.0 -0.1 -0.1
H 2.02778 3.23620 -1.41223 -0.1 0.1 0.1
H 3.40157 1.53058 -1.56531 -0.2 0.1 0.2
H 4.69594 0.63384 0.93874 0.0 0.0 -0.2
H 5.55217 0.73913 -0.60967 -0.1 -0.1 0.1
H 2.33574 -0.45204 -1.01025 0.1 0.1 0.0
H 1.81404 -2.55101 -1.88144 0.0 0.0 0.0
H 3.42656 -3.14140 -1.38501 -0.2 0.1 -0.1
H -0.51176 -4.08660 -0.34441 0.0 -0.1 0.0
H -2.66668 -3.13575 0.29359 -0.1 0.0 0.0
H -4.46567 -1.71076 0.58297 0.0 0.0 0.0
H -4.92174 -0.94002 2.11875 0.0 -0.1 0.0
```
Forces are in eV/Å.

Results
multiplicity	1
SMILES	COc1ccc(CCNC(=O)CNC(=O)Cn2cnc3sc(C)c(C)c3c2=O)cc1OC

***

2.
Here is a single C22H26O7 molecule from OMol25. Energies are from the ωB97M-V functional and the def2-TZVPD basis.

Structure (XYZ):
```
55
Properties=species:S:1:pos:R:3:forces:R:3
C -4.31600 -0.05672 -1.36389 -0.1 0.3 -0.1
H -3.80227 -0.05523 -2.32985 0.0 0.0 0.0
O -4.21529 -1.31105 -0.73280 0.3 -0.6 0.3
C -2.95717 -1.82686 -0.51109 -0.2 -0.2 0.1
C -1.76585 -1.15600 -0.71666 -0.1 0.0 0.0
C -0.54477 -1.77941 -0.47086 0.0 -0.1 -0.2
C -0.53710 -3.08843 -0.01566 0.0 0.2 -0.1
C -1.72368 -3.76583 0.20757 -0.3 0.0 0.0
C -2.93825 -3.14775 -0.03352 0.1 0.3 -0.1
O -4.10175 -3.81601 0.18598 -0.1 0.0 0.0
H -4.82959 -3.23054 -0.06410 0.0 0.0 0.0
H -1.72788 -4.78270 0.56521 0.0 -0.1 0.0
H 0.40111 -3.58728 0.17031 0.2 -0.1 0.0
C 0.72783 -1.01503 -0.70949 0.0 -0.1 0.1
C 1.67612 -0.96526 0.50277 -0.1 0.1 0.0
C 0.95294 -0.76812 1.85112 -0.1 -0.4 0.0
H 1.23904 -1.52040 2.59065 -0.1 0.0 0.0
O 1.33469 0.49456 2.37229 0.1 0.3 0.2
C 1.82773 1.28058 1.30716 0.3 0.1 -0.2
C 0.72595 1.99281 0.54533 0.0 0.1 0.1
C 0.99697 2.69511 -0.61921 -0.1 -0.1 0.2
C -0.02853 3.29934 -1.32641 -0.3 0.0 0.0
C -1.33671 3.21078 -0.88048 0.0 -0.2 0.3
C -1.61067 2.52520 0.31313 -0.2 0.1 -0.2
C -0.58017 1.93454 1.01863 -0.1 0.0 0.0
H -0.76746 1.42280 1.94752 0.0 -0.1 0.1
O -2.94281 2.49372 0.67445 0.5 0.3 -0.5
C -3.28021 1.86902 1.88979 -0.1 -0.2 0.3
H -4.35884 1.98252 1.98948 0.1 0.0 0.1
H -2.78333 2.35057 2.73653 0.0 0.0 0.0
H -3.02631 0.80406 1.87625 0.0 0.0 0.0
O -2.34221 3.78802 -1.59246 -0.1 0.0 0.0
H -3.16349 3.67257 -1.09596 0.0 0.0 0.0
H 0.16746 3.84464 -2.23524 0.0 0.1 -0.1
H 2.00997 2.77552 -0.98216 0.1 0.0 -0.1
H 2.50097 2.02416 1.74975 0.0 -0.1 0.0
C 2.58829 0.27029 0.42682 0.3 -0.2 0.2
C 3.96910 -0.01092 1.02205 -0.3 0.6 0.0
H 3.88053 -0.37157 2.04815 0.0 0.0 -0.1
H 4.57540 0.90095 0.99500 -0.1 -0.1 0.1
O 4.65036 -1.04097 0.31016 0.0 -0.4 0.2
C 5.20892 -0.70151 -0.85791 0.2 -0.1 -0.2
O 5.17729 0.40914 -1.31752 0.0 0.1 0.0
C 5.86784 -1.89029 -1.50554 0.0 0.1 0.1
H 6.82214 -1.58994 -1.92901 0.0 0.0 0.0
H 5.23289 -2.24090 -2.31701 0.0 0.0 0.0
H 6.00149 -2.68764 -0.78187 0.0 -0.1 0.0
H 2.71385 0.62259 -0.59667 0.0 0.0 0.0
H -0.13390 -0.81723 1.71572 0.1 0.0 0.1
H 2.27433 -1.87796 0.53068 0.0 0.0 0.0
H 0.46657 0.00382 -0.99888 0.0 -0.1 -0.1
H 1.27018 -1.46615 -1.54561 0.0 0.1 -0.1
H -1.76720 -0.13716 -1.07332 0.0 0.1 0.0
H -5.38113 0.10876 -1.51938 0.1 0.0 0.0
H -3.91472 0.74416 -0.73796 0.0 0.0 0.0
```
Forces are in eV/Å.

Results
multiplicity	1
SMILES	COc1cc(C[C@@H]2CO[C@H](c3ccc(O)c(OC)c3)[C@H]2COC(C)=O)ccc1O

***

Per-record energy, Eh: -1847.42398, -1380.61146
Per-record ΔE to the lowest compared entry with this formula, charge and spin, eV: 0.8142, 0.5953